# C39H59ClF4N2O16S

A cluster of 5 separate species, C39H59ClF4N2O16S in total at a distorted geometry (ωB97M-V/def2-TZVPD, the Open Molecules 2025 dataset).

The geometry in XYZ format:
```
122
C39H59ClF4N2O16S | the Open Molecules 2025 dataset | ωB97M-V/def2-TZVPD
C 1.423 0.382 5.899
C 1.831 -0.037 4.708
C 2.245 -0.362 3.199
N 1.311 0.006 2.135
C 0.320 1.031 2.363
C -1.053 0.589 3.149
N -1.801 1.905 3.368
C -3.240 1.778 2.924
C -3.424 1.787 1.312
C -1.721 2.343 4.784
C -1.084 3.826 5.050
O -2.142 1.687 5.799
C 1.322 -0.790 0.912
C 0.104 -1.858 0.723
C 0.479 -3.347 1.322
C -0.362 -3.724 2.657
C 0.541 -3.819 4.003
C 1.822 -4.829 3.841
C 2.533 -5.190 5.246
C 1.601 -6.221 6.074
C 1.662 0.041 -0.483
C 0.319 0.629 -1.103
C -0.271 -0.187 -2.404
C -1.634 -0.715 -2.376
C 2.323 -1.139 -1.433
C 2.989 -0.533 -2.794
O 4.216 -0.812 -3.085
O 2.764 0.875 -0.143
C 2.749 2.258 -0.354
O 1.741 3.055 0.307
S 2.831 2.835 -2.163
C 4.177 2.821 0.264
Cl 4.347 2.531 2.071
C 5.474 2.227 -0.515
C 6.198 3.352 -1.453
H 1.412 0.684 7.017
H 3.302 0.112 3.036
H 2.441 -1.515 3.161
H -0.070 1.632 1.442
H 0.778 1.864 3.047
H -0.862 0.153 4.193
H -1.758 -0.054 2.511
H -3.613 0.764 3.366
H -3.898 2.653 3.331
H -3.537 0.668 0.997
H -4.349 2.356 0.941
H -2.448 2.142 0.786
H -1.794 4.522 5.625
H -0.910 4.314 4.008
H -0.058 3.781 5.574
H 2.259 -1.487 1.014
H -0.163 -2.055 -0.389
H -0.873 -1.559 1.243
H 1.624 -3.490 1.451
H 0.169 -4.138 0.519
H -0.800 -4.796 2.496
H -1.279 -3.031 2.766
H 0.855 -2.745 4.285
H -0.133 -4.322 4.807
H 2.614 -4.249 3.208
H 1.541 -5.775 3.218
H 2.654 -4.225 5.862
H 3.577 -5.644 5.092
H 2.273 -6.833 6.804
H 0.884 -5.594 6.739
H 1.048 -6.992 5.425
H 0.319 1.727 -1.446
H -0.574 0.561 -0.352
H 0.318 -0.351 -3.375
H -1.925 -1.768 -2.722
H -2.419 0.013 -1.917
H 3.240 -1.610 -0.882
H 1.604 -2.013 -1.622
H 2.428 0.184 -3.510
H 2.159 3.789 0.841
H 3.871 2.136 -2.772
H 4.170 3.971 0.066
H 5.173 1.356 -1.215
H 6.279 1.812 0.200
H 5.702 3.309 -2.492
H 7.309 3.075 -1.611
H 6.052 4.430 -1.041
O -3.759 1.945 -1.669
C -4.627 2.677 -2.059
O -5.566 3.249 -1.251
C -6.314 4.138 -2.066
C -6.102 3.575 -3.433
F -6.111 4.554 -4.368
O -4.799 3.033 -3.364
H -5.915 5.151 -1.960
H -7.367 4.144 -1.776
H -6.812 2.790 -3.711
O -5.217 3.989 -9.809
C -4.602 3.619 -8.846
O -5.015 3.798 -7.559
C -4.086 3.109 -6.736
C -2.869 3.056 -7.600
F -2.151 1.934 -7.360
O -3.402 2.975 -8.907
H -4.479 2.116 -6.499
H -3.911 3.648 -5.804
H -2.222 3.934 -7.520
O 5.423 -6.542 5.609
C 6.109 -5.650 6.028
O 6.429 -4.531 5.315
C 7.133 -3.676 6.201
C 7.664 -4.633 7.218
F 7.748 -4.049 8.437
O 6.671 -5.635 7.270
H 6.440 -2.946 6.629
H 7.929 -3.140 5.679
H 8.626 -5.082 6.955
O -7.603 -2.104 -10.600
C -6.914 -1.220 -10.171
O -6.581 -0.099 -10.873
C -5.876 0.746 -9.977
C -5.360 -0.223 -8.964
F -5.279 0.353 -7.739
O -6.360 -1.218 -8.925
H -6.567 1.478 -9.549
H -5.074 1.279 -10.490
H -4.399 -0.677 -9.224
```

Output
molecular weight = 955.4 g mol⁻¹
total charge = 0
electronic energy = -4092.1865 Eh
HOMO-LUMO gap = 8.130 eV
SMILES = C#CCN(CCN(CC)C(C)=O)[C@@H](CCCCCCC)[C@](CC=C)(CC=O)O[C@](O)(S)[C@@H](Cl)CC.O=C1OC[C@@H](F)O1.O=C1OC[C@@H](F)O1.O=C1OC[C@@H](F)O1.O=C1OC[C@@H](F)O1
max |F| = 6.97 eV Å⁻¹

Results of the Löwdin charge analysis, in e, for atoms 1 through 4:
1 C 0.07
2 C -0.08
3 C -0.18
4 N -0.15


# C28H25N3O5

An isolated molecule of C28H25N3O5 (ωB97M-V/def2-TZVPD, the Open Molecules 2025 dataset).

The geometry in XYZ format:
```
61
C28H25N3O5 | the Open Molecules 2025 dataset | ωB97M-V/def2-TZVPD
C 1.252 5.850 -0.414
O 1.930 4.678 -0.036
C 1.205 3.596 0.348
C -0.184 3.522 0.360
C -0.812 2.370 0.798
C -0.086 1.255 1.209
C -0.783 0.076 1.714
C -0.557 -1.222 1.444
N -1.220 -2.263 2.094
C -2.189 -2.226 3.045
O -2.661 -1.201 3.503
C -2.634 -3.573 3.509
C -2.607 -4.708 2.703
C -3.055 -5.919 3.198
C -3.530 -6.013 4.496
C -3.571 -4.885 5.299
C -3.133 -3.671 4.806
C 0.313 -1.818 0.376
O 0.465 -3.032 0.316
N 0.807 -0.973 -0.540
C 1.532 -1.391 -1.708
C 0.705 -1.089 -2.984
C 0.131 0.288 -2.928
C -1.087 0.627 -2.410
N -1.269 1.979 -2.476
C -0.160 2.548 -3.029
C 0.123 3.877 -3.314
C 1.347 4.163 -3.879
C 2.264 3.150 -4.171
C 1.981 1.829 -3.912
C 0.756 1.510 -3.326
C 2.873 -0.681 -1.755
O 3.232 0.169 -0.988
O 3.633 -1.117 -2.766
C 1.312 1.349 1.210
C 1.944 2.494 0.787
H 2.028 6.581 -0.638
H 0.622 6.230 0.398
H 0.642 5.688 -1.308
H -0.786 4.359 0.042
H -1.892 2.328 0.817
H -1.569 0.285 2.429
H -0.864 -3.165 1.780
H -2.264 -4.653 1.679
H -3.036 -6.795 2.566
H -3.873 -6.964 4.878
H -3.948 -4.953 6.309
H -3.166 -2.779 5.412
H 0.678 0.022 -0.427
H 1.712 -2.469 -1.632
H 1.346 -1.212 -3.857
H -0.107 -1.816 -3.038
H -1.847 -0.010 -2.000
H -2.082 2.474 -2.152
H -0.602 4.654 -3.111
H 1.604 5.187 -4.109
H 3.210 3.418 -4.618
H 2.687 1.053 -4.165
H 4.484 -0.650 -2.771
H 1.902 0.517 1.564
H 3.018 2.561 0.785
```

Output
molecular weight = 483.5 g mol⁻¹
total charge = 0
electronic energy = -1622.5311 Eh
HOMO-LUMO gap = 8.325 eV
SMILES = COc1ccc(/C=C(/NC(=O)c2ccccc2)C(=O)N[C@@H](Cc2c[nH]c3ccccc23)C(=O)O)cc1
energy above the lowest of the compared OMol25 structures with the same formula, charge and spin = 0.0 kcal per mole
max |F| = 0.71 eV Å⁻¹

Results of the Löwdin charge analysis, in e, for atoms 1 through 4:
1 C -0.08
2 O -0.07
3 C -0.27
4 C -0.03